No. 1
The following is a DFT calculation (ωB97M-V/def2-TZVPD) of a molecular structure, C32H24F15N6STc at a distorted geometry.

Computed properties:
Net charge: +1
HOMO energy (spin up / spin down): -0.3875 / -0.3880 Eh
2S+1: 4
Total energy: -3538.9477 Ha

Each line ends with the Löwdin charge.
Element x y z (Å)
Tc  -1.26474  -0.24311  0.08983  1.6611
S  0.22404  2.37703  -3.36086  0.5986
F  -3.77013  0.60926  4.13150  0.1233
F  3.99657  -1.06049  -2.39548  0.1434
F  2.14997  -0.03485  1.22092  0.0417
F  1.31375  -4.75876  -3.56969  0.1197
F  3.44903  2.20279  0.99479  0.1316
F  -1.73250  2.07643  -0.26889  0.0252
F  1.07531  4.30970  4.00502  0.1145
F  -0.17943  3.50957  0.32486  0.1238
F  1.89863  0.22221  -1.38031  0.1029
F  0.38060  5.16503  2.13331  0.1369
F  3.83336  -3.46431  -3.43784  0.1369
F  -0.84367  -3.39635  -2.73591  0.0683
F  2.85421  4.30076  2.23417  0.1311
F  -2.97731  2.49007  5.71043  0.1551
F  -0.99526  4.19306  5.22769  0.1258
N  -2.57941  0.38638  1.49519  -0.1305
N  -3.18621  -0.76730  -0.82821  -0.3148
N  2.77100  3.01918  -2.65156  0.0303
N  -0.71413  -0.77542  -1.72264  -0.1530
N  -0.40115  -1.75540  1.28940  -0.0580
N  2.65774  1.52347  -4.23021  0.0050
C  -3.37798  -2.24370  -0.99531  -0.0374
C  0.42605  -1.45844  -2.13016  -0.1691
C  2.20696  2.28661  1.44172  -0.1598
C  2.79471  -1.59825  -2.49597  -0.1489
C  0.90953  -3.71439  2.69106  -0.2323
C  -4.28748  -0.20063  -0.06845  -0.1991
C  1.73413  -4.68218  3.49336  -0.0287
C  1.69280  -0.91284  -2.03114  -0.1623
C  0.20710  -4.02958  1.55647  0.0049
C  -0.45022  -3.02015  0.89793  -0.1029
C  -3.96944  -0.10620  1.37026  -0.1947
C  1.87072  3.40788  2.06209  -0.0696
C  -0.71722  3.22739  2.99096  0.0590
C  0.89510  -2.37643  3.15314  0.0244
C  -0.73856  2.31135  0.66055  -0.4592
C  1.38158  1.12741  1.08408  -0.1930
C  3.99455  1.92581  -4.25574  -0.1621
C  0.35884  -2.78304  -2.64034  -0.1353
C  -2.93352  1.52533  3.63636  -0.1141
C  0.21100  -1.42773  2.43535  -0.1030
C  -3.01587  -0.08521  -2.20106  -0.1186
C  -2.42361  2.50698  4.52412  -0.1314
C  -1.34612  3.33949  4.25015  -0.1161
C  1.45919  -3.51368  -3.05930  -0.1087
C  0.58886  4.00185  2.77160  -0.3708
C  -1.34229  2.36481  2.04614  -0.0245
C  -2.31819  1.44183  2.38129  -0.1792
C  2.70668  -2.88286  -3.00638  -0.1138
C  0.14774  1.08172  0.64808  -0.1329
C  1.91626  2.29172  -3.40486  -0.8742
C  4.17825  2.83215  -2.98795  -0.0969
C  -1.73187  -0.63689  -2.79315  -0.2023
H  4.72511  2.33435  -2.16246  0.1219
H  -2.57064  -2.72226  -1.55696  0.0655
H  -1.38225  0.12206  -3.45614  0.0553
H  1.55381  -2.01577  3.93333  0.1345
H  -4.35226  -2.39961  -1.46846  0.1024
H  -4.46867  0.82097  -0.40691  0.1347
H  4.22522  2.44962  -5.19151  0.1241
H  4.73010  1.11186  -4.23520  0.1149
H  -0.86224  -3.22433  -0.09742  0.1045
H  -3.51177  -2.64323  0.02896  0.1023
H  2.49975  3.60042  -1.91183  0.1168
H  -4.63797  0.51366  1.96539  0.1279
H  -2.89797  0.96379  -2.00890  0.0965
H  0.17587  -0.42102  2.77580  0.1092
H  2.11027  1.14975  -4.98834  0.1375
H  4.68364  3.75668  -3.20643  0.1105
H  1.99357  -5.54202  2.84844  0.0915
H  2.70375  -4.26314  3.78987  0.0913
H  -1.86346  -1.58559  -3.31687  0.1171
H  1.17277  -4.96377  4.43080  0.1182
H  -4.05948  -1.05313  1.87177  0.1096
H  -5.20926  -0.82743  -0.23360  0.1510
H  -3.90683  -0.23931  -2.87510  0.1591
H  0.16102  -5.05159  1.17141  0.1376

***

No. 2
The following is a DFT calculation (ωB97M-V/def2-TZVPD) of 5 unconnected molecules or ions with the total composition C32H24F32O8 at a distorted geometry.

Computed properties:
Net charge: 0
HOMO energy: -0.3569 Eh
SMILES: O=C1C=C(CC(=O)c2ccccc2)C(=O)O1.FC(F)C(F)(F)COC(F)(F)C(F)F.FC(F)C(F)(F)COC(F)(F)C(F)F.FC(F)C(F)(F)COC(F)(F)C(F)F.FC(F)C(F)(F)COC(F)(F)C(F)F
2S+1: 1
Total energy: -5031.4541 Ha

Each line ends with the Löwdin charge.
Element x y z (Å)
F  0.86309  -6.30601  6.76391  0.1516
F  1.69105  -4.54161  -6.59117  0.1026
F  2.02303  -2.52985  7.19938  0.1385
F  -2.74316  1.13633  -0.86059  0.1400
F  -1.42079  -1.71464  -4.66183  0.0995
F  3.23114  -2.23819  0.65416  0.1521
F  -1.70528  -3.69058  -6.48558  0.0953
F  -2.53967  -0.00502  -5.44298  0.0983
F  -7.04764  1.19190  0.95057  0.1020
F  -2.21222  -2.25080  2.20647  0.1093
F  0.49509  -1.81262  5.80508  0.1012
F  -0.34842  0.63048  1.46901  0.0949
F  2.51210  -4.65250  5.37193  0.1025
F  2.79357  -7.08008  8.45640  0.1001
F  3.63165  0.21924  1.82219  0.0928
F  -6.96543  2.99168  -1.03495  0.1048
F  0.12057  -6.57998  8.78486  0.1425
F  0.69596  -3.45559  -4.97500  0.1358
F  1.69662  -0.76274  0.24283  0.1526
F  -4.95607  0.64822  0.62171  0.0916
F  -2.03786  0.97289  -2.90196  0.1264
F  -0.55745  -1.49658  3.41925  0.1179
F  3.11784  -4.96476  7.98925  0.1017
F  -0.69525  -5.53978  -5.90369  0.0994
F  -1.32453  -1.18713  -7.51134  0.1529
F  1.87117  -0.11216  3.08083  0.0983
F  -0.38234  0.69548  -6.97837  0.1472
F  -2.47213  -1.40064  -1.58517  0.0879
F  -4.61661  -0.95462  -1.50668  0.1141
F  2.82681  -2.62890  4.63477  0.0871
F  -2.25821  0.40028  2.49826  0.0997
F  -6.60945  0.93160  -1.67439  0.1366
O  0.66168  -1.15429  -6.45253  0.0556
O  1.84891  8.41513  1.44997  0.1963
O  3.32045  2.14396  -0.29983  0.1374
O  0.35049  -4.53223  8.05341  0.0531
O  -4.11666  1.57369  -2.59566  0.0638
O  0.27746  6.94634  0.78525  0.1512
O  -0.81723  4.99836  0.71234  0.1904
O  1.29485  -2.47053  1.65096  0.0374
C  1.14135  -2.92317  6.25642  -0.4405
C  1.57583  5.02650  0.99403  -0.1014
C  -1.03212  -1.56991  2.15385  -0.4300
C  3.87699  5.08417  -1.50630  -0.0303
C  4.00614  5.97569  -2.58687  -0.0622
C  -5.86764  1.63036  0.45808  -0.3007
C  3.09484  5.89390  -3.66243  -0.0724
C  0.20396  5.57836  0.79883  -0.4102
C  -4.83787  2.49390  -1.79438  -0.0308
C  0.99465  -2.38509  -7.06142  -0.0416
C  0.67098  -3.68092  -6.30509  -0.4439
C  -0.08074  -2.43037  1.31190  -0.0378
C  2.82624  -0.72953  2.35119  -0.2836
C  -1.29615  -0.49533  -5.22754  -0.2906
C  2.34720  6.07223  1.27038  0.1040
C  -3.12711  0.78413  -2.10755  -0.5286
C  0.88934  -5.78627  8.00484  -0.5484
C  2.85066  4.11353  -1.49398  -0.1551
C  0.03936  -3.78465  6.89431  -0.0383
C  -1.41266  -0.18845  1.61836  -0.3022
C  1.87493  3.57491  0.87734  -0.0148
C  1.95707  4.01426  -2.58153  -0.0120
C  1.54738  7.31029  1.20816  -0.4337
C  2.29682  -5.83223  8.61099  -0.2862
C  2.08197  4.91036  -3.65977  -0.0661
C  -0.60205  -4.44049  -6.68569  -0.3053
C  2.21300  -1.54709  1.20486  -0.5340
C  -3.47980  -0.70533  -2.17658  -0.2738
C  1.87819  -3.50629  5.05205  -0.2879
C  2.74082  3.18865  -0.31977  -0.3497
C  -6.05565  1.97507  -1.02128  -0.4430
C  -0.57183  -0.58061  -6.57452  -0.5433
H  -3.58973  -1.02347  -3.21331  0.1655
H  -0.47413  -4.39238  6.14815  0.1492
H  1.18743  -3.69170  4.22573  0.1662
H  2.08225  -2.36318  -7.10147  0.1503
H  0.92314  3.06043  0.72341  0.1307
H  4.78201  6.72739  -2.58871  0.1001
H  3.39868  6.07064  1.50572  0.1387
H  -5.55679  2.51331  1.02277  0.1759
H  -1.91936  -0.29358  0.65964  0.1399
H  4.57150  5.16491  -0.67969  0.1125
H  -4.17844  3.07741  -1.15724  0.1485
H  2.25150  -5.58553  9.67342  0.1751
H  -5.25184  3.19149  -2.52005  0.1514
H  -0.22399  -2.24786  0.24653  0.1444
H  0.65255  -2.42990  -8.09598  0.1482
H  2.33972  3.16799  1.77115  0.1425
H  1.38659  4.84037  -4.48520  0.0987
H  3.40355  -1.37096  3.00849  0.1513
H  3.18909  6.57649  -4.49565  0.0973
H  -0.68987  -3.05930  7.24933  0.1505
H  -0.74524  0.15407  -4.55370  0.1607
H  1.19454  3.24735  -2.56701  0.1124
H  -0.41264  -3.45163  1.49325  0.1487
H  -0.56174  -4.75671  -7.73154  0.1733

***

No. 3
The following is a DFT calculation (ωB97M-V/def2-TZVPD) of a molecular structure, C32H24GaI2N3OSSi at a distorted geometry.

Computed properties:
Net charge: 0
HOMO energy: -0.2819 Eh
2S+1: 1
Total energy: -4681.2933 Ha

Each line ends with the Löwdin charge.
Element x y z (Å)
I  -0.36365  3.83794  5.59336  0.9050
I  -1.05751  4.95134  -0.18955  0.8989
Ga  -1.20258  -0.49638  -0.14444  0.3559
S  -1.98302  -2.84400  -0.26867  0.7024
Si  1.13095  -0.39844  -0.82115  0.7123
O  -1.53956  1.63990  -0.15977  -0.1806
N  -1.21885  -0.12341  1.87165  0.0489
N  -4.59185  -2.45647  -0.96289  0.1274
N  -3.01797  -0.67302  -0.89588  -0.0473
C  1.27026  3.01859  -3.18367  -0.0877
C  -5.56339  -1.55677  -1.19276  -0.3137
C  2.76086  -1.43204  -2.91959  -0.0672
C  1.78514  -1.78438  -1.94166  -0.2730
C  3.29838  -1.63689  2.52296  -0.1051
C  2.75346  -1.56862  1.23582  -0.0909
C  0.85872  1.84107  -2.53249  -0.1063
C  -6.92229  -2.13408  -1.26732  -0.0318
C  -1.26087  -1.03546  2.85870  -0.0834
C  3.30413  -0.53882  3.36276  -0.0980
C  2.55876  3.53684  -2.94931  -0.0876
C  2.26616  -0.34792  0.72599  -0.2780
C  -3.36260  -1.97867  -0.78496  -0.7821
C  2.09041  -4.11667  -2.51449  -0.1014
C  -0.96141  1.64666  3.49348  -0.1981
C  -5.26631  -0.20625  -1.37975  -0.0016
C  -1.23793  2.12328  1.03393  -0.3855
C  2.90107  0.70144  2.84219  -0.0781
C  -1.12903  1.21345  2.14688  -0.1368
C  1.73322  1.17643  -1.67005  -0.3183
C  -1.03344  3.49815  1.32356  -0.6344
C  -0.71712  3.93160  2.60511  -0.2453
C  3.04703  -3.80520  -3.46591  -0.0968
C  -3.97675  0.21242  -1.20613  -0.0558
C  1.42949  -3.12917  -1.78484  -0.1269
C  3.38650  -2.45466  -3.66205  -0.0813
C  -1.13759  -0.65653  4.17993  -0.0398
C  3.40812  2.87080  -2.06581  -0.0844
C  3.01755  1.67492  -1.46904  -0.1165
C  2.37188  0.80942  1.54252  -0.0981
C  -0.72767  3.06296  3.69539  -0.6746
C  -1.01524  0.68707  4.52837  -0.0165
H  -7.24601  -2.44960  -0.24970  0.1022
H  2.03481  1.79621  1.18866  0.1116
H  -3.66772  1.22411  -1.31727  0.1178
H  3.54182  -4.56384  -4.09706  0.1069
H  -0.16877  1.48155  -2.71190  0.1028
H  3.69969  1.16631  -0.80306  0.1020
H  0.61557  -3.37929  -1.11379  0.0475
H  3.65441  -0.71962  4.37345  0.0986
H  2.68022  -2.50012  0.64684  0.1003
H  4.41302  3.28855  -1.85791  0.1105
H  2.99168  -0.38899  -3.15688  0.0945
H  4.07288  -2.19857  -4.45244  0.0923
H  1.80108  -5.17641  -2.31199  0.1140
H  0.59284  3.48162  -3.88417  0.0937
H  -1.15046  -1.43355  4.96020  0.1198
H  2.84798  1.57408  3.49095  0.0994
H  -1.37262  -2.09796  2.53692  0.1127
H  3.69707  -2.60545  2.87086  0.1071
H  2.88511  4.43323  -3.46432  0.0964
H  -6.87175  -3.02264  -1.92478  0.0982
H  -0.98489  0.97544  5.59699  0.0811
H  -6.02594  0.51100  -1.65872  0.1147
H  -7.68069  -1.41042  -1.58683  0.0803
H  -0.44483  4.95394  2.79550  0.0678